(1)
{
  "formula": "C33H43N8NaOS2",
  "method": "ωB97M-V with the def2-TZVPD basis set",
  "elements": ["Na", "C", "C", "C", "C", "C", "C", "C", "C", "N", "C", "C", "C", "C", "N", "C", "C", "C", "C", "C", "C", "C", "C", "H", "H", "H", "H", "H", "H", "H", "H", "H", "H", "H", "H", "H", "H", "H", "H", "H", "H", "H", "H", "H", "H", "H", "H", "N", "C", "N", "C", "N", "C", "N", "C", "C", "N", "C", "H", "H", "H", "H", "H", "H", "C", "C", "S", "O", "C", "C", "H", "H", "H", "H", "H", "H", "H", "H", "H", "H", "S", "C", "C", "N", "C", "H", "H", "H"],
  "positions_angstrom": [[-0.9320, -0.6233, -0.3451], [3.1750, -0.4548, -2.5764], [3.4648, -1.4600, -1.5026], [4.1549, -2.6297, -1.7673], [4.3780, -3.5680, -0.7766], [3.8789, -3.3499, 0.4939], [3.1867, -2.1884, 0.7952], [2.6175, -1.9502, 2.1577], [3.0006, -1.2256, -0.2019], [2.2771, -0.0690, 0.0425], [2.7879, 1.0446, 0.3485], [4.2604, 1.2529, 0.6015], [1.9137, 2.2386, 0.3982], [2.5224, 3.5427, 0.8423], [0.7207, 2.1436, -0.0126], [-0.1421, 3.2107, -0.1925], [-0.1803, 3.8322, -1.4486], [0.7840, 3.4117, -2.5187], [-1.1212, 4.8212, -1.6858], [-2.0217, 5.1973, -0.7074], [-1.9780, 4.5808, 0.5294], [-1.0481, 3.5925, 0.8057], [-1.0069, 2.9142, 2.1396], [3.4224, -0.8556, -3.5551], [3.7524, 0.4578, -2.4256], [2.1159, -0.1984, -2.5460], [4.5176, -2.8128, -2.7695], [4.9193, -4.4749, -1.0025], [4.0173, -4.1021, 1.2586], [2.7905, -2.8082, 2.8017], [1.5466, -1.7763, 2.0690], [3.0689, -1.0717, 2.6184], [4.7934, 0.3161, 0.4532], [4.4246, 1.5886, 1.6232], [4.6680, 2.0030, -0.0725], [2.9805, 3.4479, 1.8240], [1.7484, 4.3068, 0.8748], [3.2916, 3.8587, 0.1404], [1.0032, 2.3477, -2.4313], [1.7225, 3.9609, -2.4252], [0.3680, 3.6169, -3.5023], [-1.1485, 5.2993, -2.6545], [-2.7610, 5.9579, -0.9099], [-2.6794, 4.8707, 1.2993], [-1.7941, 3.2882, 2.7893], [-0.0477, 3.0822, 2.6290], [-1.1321, 1.8415, 2.0033], [-0.5123, -6.4186, -1.8081], [0.1218, -5.4880, -1.5433], [0.8793, -4.4960, -1.2509], [0.5761, -3.2908, -1.0864], [0.3584, -2.1519, -0.9493], [0.6527, 0.9923, 5.8327], [-0.0696, 0.2767, 4.8185], [-1.2469, -0.3962, 4.9878], [-1.5977, -0.8601, 3.7522], [-0.6647, -0.4888, 2.8376], [0.2355, 0.1826, 3.5071], [0.8127, 0.3572, 6.7051], [0.0928, 1.8778, 6.1446], [1.6180, 1.3062, 5.4375], [-1.7122, -0.4997, 5.9459], [-2.4550, -1.4335, 3.4625], [1.1157, 0.6130, 3.0752], [-5.1824, -3.1165, -1.6281], [-4.0586, -3.7313, -0.8188], [-2.4032, -2.9596, -1.1469], [-2.6709, -1.5004, -1.1128], [-2.3139, -3.4200, -2.9293], [-1.4348, -2.4489, -3.6875], [-6.1436, -3.2725, -1.1428], [-5.2412, -3.5452, -2.6262], [-5.0083, -2.0440, -1.7142], [-3.9333, -4.7953, -1.0004], [-4.2180, -3.5665, 0.2468], [-3.3195, -3.4170, -3.3403], [-1.9122, -4.4320, -2.9251], [-1.8576, -1.4466, -3.6209], [-1.3692, -2.7282, -4.7371], [-0.4351, -2.4304, -3.2632], [-4.9035, 1.5796, -0.5444], [-3.9193, 1.9308, -1.9060], [-2.6208, 1.6552, -1.6260], [-2.3910, 1.2008, -0.3722], [-3.4786, 1.1044, 0.3006], [-4.3466, 2.3313, -2.8025], [-1.7957, 1.7775, -2.3017], [-3.5256, 0.7807, 1.3206]],
  "forces_ev_per_angstrom": [[0.7, 1.3, 0.9], [0.0, -0.1, 0.1], [-0.1, 0.2, 0.2], [0.1, -0.1, 0.0], [0.0, -0.1, 0.0], [0.1, 0.0, -0.1], [0.0, 0.3, 0.0], [0.0, -0.1, -0.1], [0.9, -0.8, -0.2], [-0.9, 0.6, 0.1], [0.8, -0.9, 0.0], [-0.1, -0.2, -0.1], [-0.6, 1.0, 0.0], [-0.2, 0.0, -0.1], [0.3, -1.0, 0.0], [-0.5, 1.0, -0.1], [0.1, -0.1, 0.2], [-0.1, 0.0, 0.1], [0.0, 0.1, 0.0], [-0.1, 0.0, -0.1], [0.0, 0.0, 0.0], [0.2, 0.0, 0.1], [-0.1, 0.0, -0.2], [0.0, 0.0, -0.1], [0.0, 0.2, 0.0], [-0.1, 0.1, -0.1], [0.0, 0.0, -0.1], [0.0, -0.1, 0.0], [0.0, 0.0, 0.1], [0.0, 0.0, 0.1], [-0.1, 0.0, 0.1], [0.0, 0.1, 0.1], [0.0, 0.0, 0.0], [0.1, 0.1, 0.1], [0.1, 0.1, 0.0], [0.1, 0.0, 0.1], [0.1, 0.1, 0.0], [0.1, 0.1, 0.0], [0.1, 0.0, -0.1], [0.1, -0.1, -0.1], [0.1, 0.0, -0.1], [0.0, 0.0, -0.1], [0.0, 0.1, 0.0], [-0.1, 0.0, 0.1], [-0.1, 0.0, 0.1], [0.1, 0.0, 0.1], [0.0, -0.1, 0.1], [-0.4, -0.5, -0.2], [-0.7, -0.4, -0.1], [1.6, -0.5, 0.2], [-0.3, 1.1, 0.1], [0.5, -0.4, -0.2], [0.1, 0.3, 0.3], [-0.1, -0.2, -0.2], [-0.3, -0.2, 0.0], [-0.1, 0.1, 0.3], [0.2, 0.0, -0.6], [0.0, 0.0, -0.2], [0.1, 0.0, -0.1], [0.1, 0.0, 0.0], [0.0, 0.0, 0.0], [-0.1, 0.0, 0.2], [-0.2, -0.2, 0.1], [0.3, 0.2, 0.0], [0.1, 0.1, -0.1], [0.5, 0.3, -0.1], [-1.3, -2.1, -0.7], [-0.7, 0.9, -0.1], [0.1, 0.0, 0.4], [0.1, 0.1, 0.1], [0.0, 0.0, 0.1], [-0.1, 0.0, 0.0], [-0.1, 0.1, 0.0], [0.1, -0.2, 0.1], [0.1, -0.1, 0.0], [-0.1, -0.1, 0.1], [0.0, -0.1, 0.0], [0.0, 0.1, 0.0], [-0.1, -0.1, 0.0], [0.1, 0.1, -0.1], [0.5, 0.0, 0.0], [-0.1, 0.0, 0.1], [-0.5, 0.3, -0.5], [0.5, -0.2, 0.3], [-0.9, 0.2, 0.1], [0.0, 0.0, -0.2], [0.1, 0.1, -0.2], [0.0, -0.2, 0.3]],
  "homo_ev": -7.59,
  "lumo_ha": 0.003,
  "charge": 0,
  "relative_energy_kj_mol": 101.4,
  "spin_multiplicity": 1
}

=====

(2)
{
  "formula": "C8H14O",
  "method": "ωB97M-V with the def2-TZVPD basis set",
  "elements": ["C", "C", "C", "C", "C", "C", "C", "C", "O", "H", "H", "H", "H", "H", "H", "H", "H", "H", "H", "H", "H", "H", "H"],
  "positions_angstrom": [[1.1144, -0.1162, -0.6521], [1.8003, -1.3176, 1.1109], [1.9619, 0.5109, -1.7189], [-0.3511, 1.9063, -0.5140], [-2.4309, 0.3682, 0.7735], [-0.9772, -1.7222, 0.6700], [-0.1300, 0.4333, -0.2214], [-1.1357, -0.2854, 0.3740], [1.7088, -1.2540, -0.2271], [2.1312, -2.2666, 1.4992], [1.9478, -0.4204, 1.6952], [1.3980, 1.1386, -2.4028], [2.7690, 1.1070, -1.2793], [2.4351, -0.2864, -2.2962], [0.5877, 2.4488, -0.5947], [-0.9082, 2.3893, 0.2866], [-0.9174, 2.0476, -1.4374], [-3.1443, -0.3656, 1.1444], [-0.1390, -1.8410, 1.4028], [-2.9016, 0.8834, -0.0664], [-2.2799, 1.1096, 1.5660], [-1.8771, -2.1674, 1.0891], [-0.6618, -2.3003, -0.2012]],
  "forces_ev_per_angstrom": [[-0.5, 1.3, -1.2], [0.5, -0.8, 0.8], [-0.2, -0.1, 0.0], [0.1, -0.1, -0.1], [0.1, 0.1, 0.0], [0.2, -0.2, 0.3], [0.6, -0.2, 0.1], [-0.3, 0.0, 0.1], [0.0, -0.1, 0.6], [0.0, -0.1, -0.1], [-0.2, 0.1, -0.2], [0.0, 0.1, 0.0], [0.0, 0.0, 0.0], [0.0, 0.0, 0.0], [0.1, 0.0, -0.1], [-0.1, -0.1, 0.0], [0.0, 0.1, 0.0], [0.0, 0.0, 0.0], [-0.4, -0.1, -0.1], [0.0, 0.1, 0.0], [-0.1, 0.0, 0.0], [0.0, 0.0, 0.0], [0.0, 0.0, 0.0]],
  "homo_ev": [-7.21, -6.52],
  "lumo_ha": [0.024, 0.034],
  "charge": 0,
  "relative_energy_kj_mol": 315.9,
  "spin_multiplicity": 1
}

=====

(3)
{
  "formula": "C22H23BrN5O2RuS3",
  "method": "ωB97M-V with the def2-TZVPD basis set",
  "elements": ["Ru", "S", "C", "S", "C", "C", "N", "C", "N", "C", "C", "O", "C", "C", "C", "C", "C", "C", "O", "H", "H", "H", "H", "H", "H", "H", "Br", "C", "C", "C", "N", "C", "C", "H", "H", "H", "H", "C", "N", "C", "C", "S", "N", "C", "C", "H", "H", "H", "H", "H", "H", "H", "H", "H", "H", "H", "H"],
  "positions_angstrom": [[-0.4719, 0.6529, 0.7741], [0.0217, 0.6156, 2.9918], [-0.6639, 2.2098, 3.1452], [-1.0987, 2.7776, 1.5853], [-0.8244, 2.8672, 4.3476], [-1.0326, 4.2746, 4.3717], [-1.1725, 5.4182, 4.3570], [-0.7860, 2.1393, 5.5699], [-0.7757, 1.5197, 6.5415], [-2.4154, 1.0617, -3.1585], [-2.2818, 0.6924, -1.7028], [-1.1472, 0.8500, -1.2158], [-3.4155, 0.1825, -0.9751], [-4.6332, -0.0344, -1.6702], [-5.7445, -0.5371, -1.0589], [-5.6826, -0.8419, 0.3144], [-4.5365, -0.6401, 1.0273], [-3.3603, -0.1191, 0.4182], [-2.3396, 0.0375, 1.1927], [-1.4698, 1.4762, -3.4966], [-3.2058, 1.7981, -3.3016], [-2.6623, 0.1854, -3.7593], [-4.6821, 0.2019, -2.7239], [-6.6574, -0.6932, -1.6162], [-6.5577, -1.2365, 0.8163], [-4.4821, -0.8509, 2.0873], [0.3672, -5.8979, -1.0172], [0.1759, -4.0954, -0.5121], [-0.7753, -3.7270, 0.4200], [-0.8731, -2.3898, 0.7643], [-0.0902, -1.4424, 0.2371], [0.8137, -1.8167, -0.6712], [0.9878, -3.1263, -1.0765], [-1.4305, -4.4541, 0.8764], [-1.5920, -2.0503, 1.4978], [1.4008, -1.0257, -1.1142], [1.7292, -3.3767, -1.8215], [4.8839, 1.2203, -1.6881], [3.4318, 1.0518, -1.6029], [2.7166, 1.8235, -2.6160], [2.8438, 0.8185, -0.3976], [1.5118, 1.7783, 0.0841], [3.3824, -0.1354, 0.3742], [3.0368, -0.2756, 1.7824], [4.1793, -1.2331, -0.1588], [5.1096, 2.2800, -1.8293], [5.2909, 0.6616, -2.5318], [5.3679, 0.8917, -0.7753], [3.1880, 1.6216, -3.5780], [2.7621, 2.8957, -2.4128], [1.6740, 1.5210, -2.6505], [2.7352, 0.6818, 2.1938], [3.9138, -0.6485, 2.3114], [2.2132, -0.9813, 1.9135], [4.1476, -1.2343, -1.2446], [3.7582, -2.1704, 0.2103], [5.2176, -1.1726, 0.1721]],
  "forces_ev_per_angstrom": [[0.1, 0.1, 0.1], [-0.3, -0.2, 0.0], [-0.1, 0.2, 0.3], [0.2, 0.1, -0.1], [0.1, -0.1, -0.3], [-0.3, 0.0, 0.0], [0.0, -0.1, 0.0], [0.3, 0.0, 0.1], [0.0, 0.0, 0.0], [0.0, 0.0, 0.0], [0.0, 0.0, 0.0], [0.1, 0.1, 0.0], [0.0, 0.0, 0.0], [0.0, 0.0, 0.0], [0.0, 0.0, 0.0], [0.0, 0.0, 0.0], [0.0, 0.0, 0.0], [0.0, 0.1, 0.0], [0.0, -0.2, -0.1], [0.0, 0.0, 0.0], [0.0, 0.0, 0.0], [0.0, 0.0, 0.0], [0.0, 0.0, 0.0], [0.0, 0.0, 0.0], [0.0, 0.0, 0.0], [0.0, 0.0, 0.0], [0.0, 0.0, 0.0], [0.0, 0.0, 0.0], [0.0, 0.0, 0.0], [0.1, 0.0, 0.2], [0.0, 0.0, 0.0], [-0.1, 0.0, -0.1], [0.0, 0.0, 0.0], [0.0, 0.0, 0.0], [0.0, 0.0, 0.0], [0.0, 0.0, 0.0], [0.0, 0.0, 0.0], [0.0, -0.1, 0.0], [0.0, 0.2, 0.1], [0.0, 0.0, 0.0], [0.0, -0.1, 0.0], [-0.1, 0.0, 0.0], [0.0, 0.0, 0.0], [0.0, 0.0, 0.0], [0.0, 0.0, 0.0], [0.0, 0.0, 0.0], [0.0, 0.0, 0.0], [0.0, 0.0, 0.0], [0.0, 0.0, 0.0], [0.0, 0.0, 0.0], [0.0, 0.0, 0.0], [0.0, 0.0, 0.0], [0.0, 0.0, 0.0], [0.0, 0.0, 0.0], [0.0, 0.0, 0.0], [0.0, 0.0, 0.0], [0.0, 0.0, 0.0]],
  "homo_ev": [-7.34, -7.29],
  "lumo_ha": [-0.013, -0.038],
  "charge": 0,
  "relative_energy_kj_mol": 65.1,
  "spin_multiplicity": 2
}